Record 1
# C6H12O

A 2-piece molecular cluster, C6H12O overall (the ωB97M-V functional and the def2-TZVPD basis, the OMol25 dataset).

Summary:
gap between HOMO and LUMO = 0.3408 Ha
lowest unoccupied orbital energy = 0.92 eV
energy relative to the best compared isomer or geometry (same formula, charge and spin) = 3.564 eV

Structure (ORCA input):
```
! RIJCOSX wB97M-V def2-TZVPD def2/J DEFGRID3
* xyz 0 1
C 2.03 -0.17 0.89
C 1.63 -0.53 -0.54
C 0.86 0.55 -1.23
C -0.22 0.36 -1.99
C -2.33 0.16 0.14
C -1.93 -0.67 1.32
O -2.05 1.42 0.46
H 2.62 -0.96 1.35
H 1.15 0.01 1.52
H 2.63 0.75 0.90
H 1.04 -1.46 -0.54
H 2.53 -0.74 -1.12
H 1.22 1.57 -1.07
H -0.65 -0.64 -2.13
H -0.75 1.18 -2.46
H -2.81 -1.23 1.65
H -1.50 -0.13 2.17
H -1.21 -1.44 0.99
H -2.26 1.97 -0.31
*
```

---

Record 2
# C18H58Cd3N4O11

C18H58Cd3N4O11 as an isolated structure in a non-equilibrium geometry (the ωB97M-V functional and the def2-TZVPD basis, the OMol25 dataset).

Summary:
⟨S²⟩ = 0.76
gap between HOMO and LUMO (alpha / beta) = 0.1434 / 0.1790 Ha
lowest unoccupied orbital energy (alpha / beta) = -10.29 / -10.00 eV

Structure (ORCA input):
```
! RIJCOSX wB97M-V def2-TZVPD def2/J DEFGRID3
* xyz 3 2
Cd -30.22 1.05 4.04
Cd -33.02 6.81 1.11
Cd -30.13 3.98 1.39
O -31.03 2.33 2.62
C -32.42 2.49 2.41
C -32.90 3.96 2.12
O -32.13 4.96 1.46
H -33.04 1.88 3.07
H -32.75 1.93 1.54
H -33.13 4.39 3.10
H -33.90 3.94 1.69
C -31.72 0.03 -2.84
C -32.55 0.19 -1.52
C -33.71 -0.76 -1.29
O -34.18 -0.70 0.04
C -35.24 -1.69 0.19
N -31.63 0.14 -0.35
H -30.99 0.85 -2.89
H -32.36 0.21 -3.70
H -31.33 -0.96 -3.04
H -32.93 1.21 -1.43
H -33.21 -1.73 -1.39
H -34.47 -0.67 -2.06
H -35.84 -1.58 1.09
H -34.94 -2.73 0.29
H -36.02 -1.66 -0.56
H -31.61 -0.83 -0.06
H -32.16 0.53 0.42
C -35.22 4.78 6.66
C -34.11 3.79 7.10
C -34.77 2.60 7.81
O -35.36 3.11 9.04
C -35.85 2.11 9.92
N -33.49 3.26 5.91
H -36.09 4.28 6.24
H -34.79 5.50 5.96
H -35.65 5.33 7.50
H -33.33 4.25 7.71
H -34.08 1.80 8.09
H -35.63 2.17 7.30
H -35.91 2.58 10.90
H -35.19 1.28 10.15
H -36.84 1.70 9.71
H -34.27 3.12 5.29
H -33.10 4.09 5.48
C -35.40 -1.14 3.89
C -34.82 -0.52 5.16
C -35.84 -0.80 6.34
O -36.33 -2.10 6.53
C -37.04 -2.32 7.70
N -33.56 -1.19 5.40
H -35.78 -2.16 3.82
H -34.77 -1.00 3.01
H -36.33 -0.70 3.54
H -34.55 0.53 5.03
H -36.75 -0.22 6.16
H -35.34 -0.44 7.24
H -38.02 -1.86 7.80
H -36.50 -1.89 8.55
H -37.18 -3.40 7.77
H -33.75 -2.19 5.43
H -33.23 -0.98 6.33
C -36.81 2.18 1.65
C -37.50 1.34 0.58
C -39.02 1.61 0.50
O -39.72 0.79 -0.47
C -41.09 1.27 -0.73
N -36.71 1.60 -0.62
H -35.73 2.12 1.76
H -37.16 1.93 2.65
H -37.03 3.23 1.47
H -37.37 0.27 0.77
H -39.10 2.67 0.23
H -39.57 1.48 1.43
H -41.00 2.33 -0.98
H -41.69 1.21 0.18
H -41.45 0.63 -1.54
H -37.10 1.07 -1.39
H -35.75 1.29 -0.52
O -31.62 -0.50 3.64
H -32.42 -0.69 4.14
H -31.78 -0.88 2.78
O -33.63 7.26 3.13
H -34.25 7.78 3.64
H -32.96 7.00 3.75
O -30.37 2.98 -0.36
H -30.00 3.32 -1.18
H -30.86 2.20 -0.62
O -35.04 6.15 1.06
H -35.69 6.13 1.76
H -35.40 5.57 0.38
O -31.54 1.55 5.60
H -31.53 1.03 6.40
H -32.01 2.36 5.84
*
```

---

Record 3
# C30H43F5P2PrS

C30H43F5P2PrS as an isolated structure in a non-equilibrium geometry (the ωB97M-V functional and the def2-TZVPD basis, the OMol25 dataset).

Summary:
⟨S²⟩ = 2.00
gap between HOMO and LUMO (alpha / beta) = 0.2645 / 0.2690 Ha
lowest unoccupied orbital energy (alpha / beta) = -3.36 / -3.23 eV

Structure (ORCA input):
```
! RIJCOSX wB97M-V def2-TZVPD def2/J DEFGRID3
* xyz 1 3
Pr 1.71 0.29 0.52
C 2.00 1.66 2.85
C 1.31 0.47 3.26
C 3.43 -0.14 2.57
C 3.32 1.28 2.44
C 2.20 -0.64 3.09
C 1.46 3.05 2.88
H 0.39 3.05 3.10
H 1.61 3.56 1.92
H 1.96 3.66 3.65
C 4.38 2.17 1.92
H 4.02 3.21 1.88
H 4.69 1.88 0.90
H 5.29 2.14 2.54
C 4.63 -0.95 2.20
H 5.49 -0.75 2.86
H 4.96 -0.73 1.17
H 4.40 -2.02 2.27
C 1.93 -2.04 3.50
H 2.47 -2.28 4.43
H 2.27 -2.77 2.75
H 0.86 -2.20 3.70
C 0.00 0.42 3.96
H 0.15 0.44 5.05
H -0.55 -0.50 3.73
H -0.63 1.28 3.71
C -4.63 1.87 -2.46
C -5.03 2.36 -1.27
C -6.24 1.93 -0.50
C -6.65 0.44 -0.62
C -5.53 -0.53 -0.46
C -4.74 -1.02 -1.44
C -4.78 -0.65 -2.89
C -5.30 0.77 -3.23
H -7.11 2.54 -0.80
H -7.23 0.28 -1.54
H -6.07 2.14 0.56
H -6.39 0.80 -3.15
H -3.80 2.34 -2.98
H -4.52 3.24 -0.87
H -5.06 0.94 -4.29
H -3.76 -0.74 -3.30
H -4.05 -1.85 -1.20
H -5.40 -1.38 -3.44
H -7.35 0.25 0.22
H -5.41 -0.92 0.56
P -0.90 1.21 -0.15
P 0.09 -2.02 0.03
C -1.69 -0.11 -1.18
C -0.95 -1.45 -1.39
H -1.91 0.34 -2.17
H -2.67 -0.30 -0.70
H -1.69 -2.25 -1.55
H -0.32 -1.41 -2.30
C 1.04 -3.42 -0.65
H 1.59 -3.88 0.19
H 1.76 -3.07 -1.40
H 0.35 -4.15 -1.09
C -1.14 -2.90 1.06
H -1.73 -3.59 0.43
H -1.80 -2.19 1.57
H -0.61 -3.48 1.83
C -0.57 2.50 -1.43
H -0.08 3.35 -0.94
H -1.53 2.81 -1.86
H 0.09 2.08 -2.21
C -2.31 1.99 0.74
H -2.61 1.35 1.59
H -3.17 2.15 0.09
H -1.98 2.96 1.14
F 7.79 -2.66 -3.28
C 6.76 -1.91 -2.85
C 5.46 -2.19 -3.30
F 5.24 -3.25 -4.11
C 4.41 -1.38 -2.88
F 3.15 -1.76 -3.25
C 4.61 -0.25 -2.05
S 3.31 0.82 -1.66
C 5.93 0.01 -1.64
F 6.20 1.07 -0.82
C 6.99 -0.81 -2.01
F 8.24 -0.58 -1.56
*
```